Below is a cluster of 2 separate species, C10H17NO2P in total in a non-equilibrium geometry, with properties calculated with ωB97M-V with the def2-TZVPD basis set.

The HOMO energy is -11.68 eV. The value obtained for the largest force on an atom is 0.08858 hartree/bohr. As for the charge: +1. The calculation puts the energy at -937.5662 Eh. Its orbital gap is 6.91 eV. The energy relative to the best compared isomer or geometry (same formula, charge and spin) is 1.706 eV. As for the LUMO energy: -4.77 eV.

Last column: natural (NBO) charge in e.
Cartesian coordinates (Å):
C 3.957 1.675 0.547  -0.190
C 2.650 2.098 0.291  -0.211
C 4.327 0.407 0.251  -0.203
C 1.799 1.270 -0.322  -0.194
C 3.453 -0.443 -0.391  -0.170
C 2.177 -0.053 -0.653  -0.448
C -1.261 -2.675 0.663  -0.604
C -1.969 2.444 -0.189  -0.714
C -0.393 -1.370 0.706  -0.067
C -2.975 1.441 -0.615  0.342
N -2.699 0.186 -0.892  -0.616
O 1.575 -2.545 -1.107  -1.030
O -0.326 -0.928 -0.670  -0.878
P 1.020 -1.062 -1.595  1.399
H 4.686 2.242 1.130  0.233
H 2.140 3.084 0.591  0.224
H 5.367 0.046 0.495  0.233
H 0.795 1.608 -0.610  0.179
H 3.717 -1.507 -0.719  0.239
H -0.983 -3.329 -0.096  0.213
H -1.314 -3.235 1.623  0.236
H -2.289 -2.194 0.376  0.175
H -2.334 2.991 0.590  0.260
H -0.997 1.955 0.048  0.252
H -1.690 3.187 -1.016  0.298
H 0.531 -1.622 1.088  0.214
H -0.982 -0.587 1.167  0.176
H -3.912 1.855 -0.457  0.221
H -1.745 -0.120 -1.069  0.468
H 1.292 -3.429 -1.368  0.528
H -3.473 -0.356 -1.307  0.436

Cartesian forces (eV/Å) of the 2 atoms listed first:
0.20 1.09 1.51
-0.41 2.81 1.14